Entry from OMol25: the molecule C4H4ClFN2 in a non-equilibrium geometry (ωB97M-V with the def2-TZVPD basis set).

The geometry in XYZ format:
```
12
Properties=species:S:1:pos:R:3:forces:R:3:mulliken_charge:R:1
C -0.264 1.222 -0.072 -4.91 3.23 -1.38 -0.1325
C 1.074 1.327 -0.027 2.02 -0.06 0.49 -0.4557
C 1.573 -0.017 0.129 -1.95 -2.00 -1.11 0.1367
C 0.405 -0.886 0.029 3.23 2.28 0.12 0.1594
H -2.177 -1.270 -0.643 0.50 0.58 0.76 0.2715
H -2.034 -1.045 1.096 0.19 1.01 -2.65 0.2838
H -1.238 1.818 -0.388 2.76 -0.07 1.14 0.2712
H 1.717 2.232 -0.067 -0.85 -0.91 -0.03 0.3629
N -1.956 -0.590 0.105 -1.20 -0.33 1.78 -0.8090
N -0.690 -0.033 -0.042 1.75 -5.52 0.13 0.3694
F 0.330 -2.228 -0.135 -0.29 1.44 0.50 -0.2536
Cl 3.261 -0.530 0.013 -1.26 0.34 0.24 -0.2041
```
Positions in Å, forces in eV/Å.

Relative energy (zero: lowest compared OMol25 entry of this formula, charge and spin)   171.70 kJ/mol
Electronic energy   -22430.3347 eV
Frontier orbital gap   9.05 eV
LUMO   0.63 eV
Highest occupied orbital energy   -8.425 eV
Spin multiplicity   1
Molar mass   134.54 g/mol